108
Properties=species:S:1:pos:R:3:forces:R:3:mulliken_charge:R:1 method="wB97M-V/def2-TZVPD" mol_weight_g_mol=1032.86 lumo_energy_ev=1.8 e_tot_ev=-270755.310 homo_ev=-3.877 charge=-1
O 0.099110 -5.804297 3.292462 0.065 0.099 -0.644 -0.687
C -0.196263 -4.687006 3.568652 -0.266 -0.294 1.487 0.651
N -0.573597 -3.638297 4.012660 1.503 -0.503 0.124 -0.535
P -1.974172 -3.034191 2.944920 -2.263 0.731 -1.641 0.117
C -2.604957 -1.793884 4.278414 -0.075 0.158 0.132 -0.428
C -4.103191 -2.030999 4.730160 1.525 1.201 0.294 -0.624
C -4.874926 -0.637682 4.590428 0.292 -0.928 -0.362 -0.504
C -5.558456 -0.544725 3.184932 -0.778 0.356 1.272 0.415
O -6.753015 -0.365053 3.154586 0.480 -0.366 -0.742 -0.606
O -4.830519 -0.676753 2.009082 -0.443 0.995 1.341 -0.403
C -0.925417 -1.674822 2.117706 0.921 0.391 -0.304 -0.588
C 0.205305 -1.035992 3.009477 -0.015 1.061 -1.400 -1.133
C 0.307158 0.517126 2.713889 -0.766 -0.943 1.074 0.533
F -0.937230 1.086779 3.094320 1.334 -0.325 -0.505 -0.338
Br 0.559905 0.916567 0.799443 -0.217 -0.170 0.726 -0.102
C 1.415033 1.272103 3.595617 -0.027 1.855 -1.006 0.460
F 2.251459 2.020366 2.759184 -0.736 -0.861 1.238 -0.228
F 0.794639 2.227675 4.390806 0.971 -1.505 -0.607 -0.240
Br 2.595959 0.108512 4.632517 -0.536 0.582 -0.183 -0.113
H -1.530713 -3.993082 1.924274 -0.111 -0.056 0.177 -0.045
H -2.838905 -4.040045 3.569144 0.242 -0.257 0.052 0.062
H -3.096495 -2.741504 2.056410 0.004 0.286 0.201 0.134
H -1.874046 -1.864872 5.135926 -0.934 0.334 -0.685 0.351
H -2.543328 -0.772230 3.804250 0.156 -0.932 0.667 -0.254
H -4.571950 -2.850298 4.125136 0.268 0.688 0.469 0.459
H -4.068487 -2.320572 5.816381 -0.436 0.136 -1.053 0.318
H -5.619698 -0.573290 5.426716 0.193 0.170 -1.285 0.282
H -4.197617 0.248266 4.685646 -0.224 -0.892 0.067 0.340
H -4.050880 -0.096492 2.099276 0.120 -0.804 -0.015 0.281
H -0.406762 -2.127529 1.207718 -1.470 1.294 2.244 0.361
H -1.652361 -0.895128 1.740031 0.709 -0.692 0.553 0.165
H 0.060886 -1.128688 4.112586 0.100 -0.062 -0.873 0.571
H 1.190978 -1.473777 2.685619 -0.879 0.306 0.681 0.598
C 4.959454 -6.877839 4.835623 -0.045 -0.093 0.056 -0.594
C 3.565423 -7.107543 4.242769 0.046 -0.055 -0.019 -0.772
C 2.812073 -5.775519 4.306399 0.115 -0.334 0.026 0.129
S 4.059543 -4.492056 4.233006 -0.319 -0.224 -0.156 1.228
O 4.065203 -3.777991 5.487354 0.126 0.192 -0.184 -0.683
O 3.971740 -3.810663 2.963279 0.110 0.209 0.242 -0.649
C 5.470780 -5.590434 4.202012 0.364 -0.296 0.107 -0.776
H 5.629018 -7.716177 4.635232 -0.003 0.044 0.030 0.361
H 4.883883 -6.757083 5.920167 0.041 0.023 -0.046 0.280
H 3.661660 -7.426849 3.200749 0.000 0.016 0.046 0.286
H 3.024072 -7.890185 4.775972 -0.009 0.056 -0.055 0.340
H 2.128814 -5.660733 3.471715 0.057 0.150 0.135 -0.317
H 2.271044 -5.666472 5.245923 0.029 0.151 -0.074 0.409
H 6.301073 -5.142770 4.746030 -0.090 0.147 -0.064 0.395
H 5.746760 -5.748262 3.158076 -0.044 0.076 0.027 0.335
C -1.040934 5.222878 -2.554537 0.314 -0.011 -0.018 -0.182
C 0.328497 5.716835 -2.076025 -0.028 0.185 -0.190 -0.850
C 1.181700 4.479424 -1.781894 0.184 0.414 0.299 -0.605
S 0.566067 3.181462 -2.853072 -0.236 0.337 -0.018 0.931
O -0.016372 2.149811 -2.034758 0.263 -0.212 -0.253 -0.552
O 1.554387 2.892282 -3.871140 -0.028 -0.312 0.184 -0.569
C -0.755073 4.133543 -3.580302 -0.288 0.307 -0.214 -0.838
H -1.635172 6.031280 -2.984779 0.005 -0.052 -0.004 0.475
H -1.592201 4.808448 -1.718426 0.176 0.022 -0.121 0.039
H 0.799127 6.311239 -2.865553 0.021 -0.038 0.040 0.314
H 0.243102 6.354041 -1.194467 0.017 -0.066 -0.024 0.395
H 2.235206 4.654073 -1.996340 -0.030 -0.199 0.013 0.380
H 1.062909 4.147743 -0.749804 -0.021 -0.150 -0.103 0.270
H -1.612440 3.490322 -3.773835 0.102 -0.092 0.061 0.436
H -0.384839 4.558802 -4.515558 0.066 -0.095 0.024 0.359
C 1.868420 -5.768320 -1.750017 -0.040 -0.016 -0.075 -0.692
C 1.876635 -4.549351 -2.678732 0.127 -0.019 -0.046 -0.582
C 0.569493 -3.785427 -2.445247 0.255 0.105 -0.512 -0.800
S 0.084446 -4.131218 -0.753708 0.066 -0.046 0.341 1.297
O -1.142294 -4.883100 -0.774433 0.025 0.199 -0.091 -0.793
O 0.243100 -2.934216 0.040461 0.631 -1.130 -1.644 -0.723
C 1.427957 -5.247972 -0.386237 0.369 -0.338 -0.026 -0.630
H 2.848504 -6.245295 -1.698823 -0.047 0.010 0.004 0.358
H 1.150942 -6.507671 -2.118102 0.028 0.012 0.054 0.310
H 2.727194 -3.908559 -2.429743 -0.051 -0.032 0.015 0.286
H 1.981022 -4.839394 -3.725827 -0.007 0.038 0.042 0.333
H 0.701834 -2.711478 -2.569687 -0.169 -0.030 0.124 0.299
H -0.224930 -4.139986 -3.102006 -0.046 0.004 0.151 0.369
H 1.082635 -6.033419 0.284654 -0.156 0.192 0.079 0.417
H 2.221851 -4.668954 0.090013 -0.099 0.027 0.035 0.318
C -6.732059 5.138776 -1.450685 -0.073 -0.101 -0.018 -0.599
C -6.646605 4.111670 -0.316526 -0.100 0.094 0.065 -0.651
C -5.382970 3.277780 -0.546031 -0.362 -0.259 0.225 -0.652
S -4.239514 4.335355 -1.430914 -0.466 -0.100 0.362 1.342
O -4.026348 3.787685 -2.749731 0.294 0.137 0.071 -0.687
O -3.147422 4.683715 -0.556560 -0.134 -0.085 0.005 -0.760
C -5.336014 5.738908 -1.570703 -0.350 0.289 -0.110 -0.782
H -7.481145 5.905253 -1.247523 0.042 -0.025 -0.030 0.363
H -7.005575 4.637417 -2.383522 0.029 0.059 0.017 0.285
H -6.574427 4.633481 0.641728 0.003 -0.024 -0.053 0.300
H -7.533242 3.477996 -0.277579 0.080 0.007 0.024 0.329
H -4.930056 2.964612 0.393201 0.151 -0.030 -0.166 0.333
H -5.586016 2.406633 -1.168755 0.137 0.060 -0.024 0.379
H -5.165968 6.248978 -2.517703 0.164 -0.078 0.033 0.402
H -5.124236 6.411350 -0.737884 0.075 -0.068 -0.030 0.374
C 3.655118 3.471275 -5.926877 -0.069 0.026 -0.222 -0.334
C 4.069832 3.464089 -7.401698 0.090 -0.129 0.049 -0.764
C 4.291066 4.919895 -7.823533 -0.123 -0.310 -0.448 -0.673
S 4.775186 5.802437 -6.340063 0.139 -0.311 0.171 1.168
O 3.744366 6.759887 -6.017186 0.222 0.148 -0.061 -0.651
O 6.165417 6.178684 -6.441426 -0.186 0.318 0.007 -0.686
C 4.628037 4.412786 -5.228536 -0.139 -0.362 0.173 -0.611
H 3.684316 2.472596 -5.492960 -0.093 0.100 0.041 0.410
H 2.635924 3.849876 -5.831707 0.071 -0.086 0.095 0.136
H 5.001638 2.902207 -7.515435 -0.032 0.044 -0.009 0.340
H 3.318939 2.982441 -8.029733 0.045 0.036 0.024 0.337
H 5.080190 5.009099 -8.568779 -0.022 0.201 0.096 0.386
H 3.372970 5.371739 -8.199210 0.066 0.085 0.111 0.358
H 4.274437 4.751766 -4.256252 0.053 0.123 -0.073 0.257
H 5.615413 3.958203 -5.132170 0.001 0.114 -0.015 0.339